This record from the OMol25 dataset describes a 3-piece molecular cluster, C8H14O7S overall at a distorted geometry. The level of theory is the ωB97M-V functional and the def2-TZVPD basis.

```
30
Properties=species:S:1:pos:R:3
C -0.710 2.353 3.099
C -0.950 1.451 1.913
O 0.383 0.855 1.908
C 1.213 1.473 2.650
O 2.451 1.275 2.708
O 0.618 2.409 3.394
H -1.275 2.022 3.970
H -0.972 3.370 2.806
H -1.068 2.017 0.989
H -1.712 0.704 2.134
C 0.736 -1.353 1.532
C -0.518 -1.175 0.612
O -0.117 -1.915 -0.600
C 1.166 -2.029 -0.570
O 1.732 -2.376 -1.532
O 1.735 -1.672 0.545
H 0.549 -2.181 2.217
H 1.010 -0.470 2.110
H -0.498 -0.185 0.155
H -1.456 -1.526 1.043
C -0.883 -0.635 -4.238
S -0.182 0.740 -3.299
O -1.266 1.492 -2.573
C 0.631 -0.260 -2.082
H -1.662 -0.432 -4.973
H -1.269 -1.310 -3.474
H -0.262 -1.051 -5.032
H 1.352 0.254 -1.447
H 1.204 -1.032 -2.596
H 0.022 -0.815 -1.369
```

Summary:
Molecular weight, u: 254.3
Frontier orbital gap, Ha: 0.3121
Energy relative to the best compared isomer or geometry (same formula, charge and spin), kcal per mole: 120.4
Multiplicity: 1
LUMO level, eV: 0.1



This record from the OMol25 dataset describes a 2-piece molecular cluster, C8H14S2 overall at a distorted geometry. The level of theory is the ωB97M-V functional and the def2-TZVPD basis.

```
24
Properties=species:S:1:pos:R:3
C -1.180 2.865 2.478
C -0.912 3.285 1.352
C -0.164 -1.826 -1.647
C -1.520 -1.065 -1.431
C 0.568 -2.010 -0.311
C -1.161 0.321 -0.877
C 0.862 -0.674 0.394
C -0.439 0.159 0.491
S 1.789 -1.038 2.007
S -1.549 -0.105 1.822
H -1.392 3.226 3.430
H -1.331 1.706 2.497
H -0.516 3.702 0.450
H -0.385 -2.708 -2.074
H 0.336 -1.192 -2.280
H -2.066 -1.047 -2.332
H -2.110 -1.592 -0.801
H 0.152 -2.805 0.346
H 1.629 -2.409 -0.523
H -0.819 0.964 -1.706
H -2.139 0.677 -0.710
H 1.573 -0.123 -0.221
H 2.544 0.084 2.262
H -0.638 -0.559 2.774
```

Summary:
Molecular weight, u: 174.3
Frontier orbital gap (spin up / spin down), Ha: 0.2665 / 0.2871
Energy relative to the best compared isomer or geometry (same formula, charge and spin), kcal per mole: 112.1
Multiplicity: 1
LUMO level (spin up / spin down), eV: 0.3 / 0.7



This record from the OMol25 dataset describes one molecule with the formula C8H15B at a distorted geometry. The level of theory is the ωB97M-V functional and the def2-TZVPD basis.

```
24
Properties=species:S:1:pos:R:3
B 0.780 -0.944 -0.123
C -0.865 -1.160 -0.190
C -1.718 -0.128 0.029
C -1.292 1.258 0.179
C 0.071 1.645 -0.391
C 1.154 0.564 0.198
C 1.722 -2.175 0.036
C -3.158 -0.459 0.040
C 2.616 0.964 0.064
H -1.211 -2.259 -0.220
H -1.842 2.022 -0.301
H -1.386 1.528 1.224
H 0.101 1.742 -1.478
H 0.452 2.613 -0.070
H 0.783 0.632 1.261
H 1.142 -3.175 -0.088
H 2.350 -2.175 0.973
H 2.381 -1.938 -0.888
H -3.518 -1.549 0.211
H -3.710 -0.254 -0.911
H -3.811 0.074 0.765
H 2.831 0.916 -1.080
H 3.266 0.222 0.488
H 2.862 2.039 0.273
```

Summary:
Molecular weight, u: 122.0
Frontier orbital gap, Ha: 0.3564
Energy relative to the best compared isomer or geometry (same formula, charge and spin), kcal per mole: 0.0
Multiplicity: 1
SMILES: CB1C=C(C)CC[C@@H]1C
LUMO level, eV: 0.6



This record from the OMol25 dataset describes a 2-piece molecular cluster, C8H15BF5N3 overall at a distorted geometry. The level of theory is the ωB97M-V functional and the def2-TZVPD basis.

```
32
Properties=species:S:1:pos:R:3
C -1.802 3.071 0.498
C -1.629 3.312 -1.082
N -1.899 2.121 -1.938
C -0.875 1.088 -1.824
C -0.213 0.397 -0.619
N 0.746 -0.624 -1.054
C 1.495 -1.464 -0.073
C 0.410 -2.374 0.755
C -0.734 -2.936 -0.250
F 1.028 -3.509 1.399
C 0.750 -0.649 -2.496
N -0.205 0.363 -2.917
H -0.771 2.735 0.901
H -2.095 4.007 1.091
H -2.512 2.190 0.703
H -0.618 3.808 -1.325
H -2.423 4.103 -1.376
H -2.853 1.752 -1.828
H -0.423 0.626 0.487
H 1.957 -0.761 0.724
H 2.263 -2.152 -0.560
H -0.125 -1.744 1.558
H -1.570 -2.156 -0.427
H -1.262 -3.862 0.184
H -0.259 -3.250 -1.258
H 1.359 -1.349 -3.155
H -0.351 0.504 -3.936
B 2.524 -0.649 3.566
F 3.416 -0.612 2.435
F 2.988 0.255 4.572
F 1.197 -0.266 3.143
F 2.490 -1.976 4.100
```

Summary:
Molecular weight, u: 259.0
Frontier orbital gap, Ha: 0.3305
Energy relative to the best compared isomer or geometry (same formula, charge and spin), kcal per mole: 56.6
Multiplicity: 1
LUMO level, eV: -1.2



This record from the OMol25 dataset describes C8H15ClNO3 as an isolated structure at a distorted geometry. The level of theory is the ωB97M-V functional and the def2-TZVPD basis.

```
28
Properties=species:S:1:pos:R:3
C -0.120 -0.080 0.857
C -0.016 2.233 -0.281
C 2.172 0.298 2.906
C -1.710 -1.560 -0.899
C -1.583 0.384 -2.621
C 0.985 -0.040 -1.437
C 1.312 -0.866 2.632
C -1.499 0.013 -1.131
N -0.094 0.277 -0.563
O -0.926 0.429 1.585
O 1.096 2.533 -0.474
O 0.864 -0.817 1.190
Cl -1.449 2.788 0.112
H 2.115 0.466 3.999
H 3.211 0.046 2.545
H 1.784 1.129 2.374
H -1.061 -2.086 -1.517
H -1.511 -1.817 0.108
H -2.719 -1.810 -1.037
H -1.084 -0.351 -3.137
H -1.243 1.367 -2.905
H -2.533 0.247 -2.971
H 0.743 0.115 -2.408
H 1.980 0.513 -1.184
H 1.157 -1.073 -1.366
H 0.527 -1.013 3.444
H 1.884 -1.771 2.720
H -2.284 0.446 -0.540
```

Summary:
Molecular weight, u: 208.7
Charge: +1
Frontier orbital gap, Ha: 0.3957
Energy relative to the best compared isomer or geometry (same formula, charge and spin), kcal per mole: 0.0
Multiplicity: 1
LUMO level, eV: -4.0



This record from the OMol25 dataset describes a 2-piece molecular cluster, C8H15ClOSi overall at a distorted geometry. The level of theory is the ωB97M-V functional and the def2-TZVPD basis.

```
26
Properties=species:S:1:pos:R:3
C 1.511 2.240 0.416
C 1.107 0.911 0.194
C 0.737 3.313 0.155
C 3.338 -1.080 -1.310
C -2.398 0.468 1.603
C -2.648 -0.935 -1.228
C 2.069 -0.104 0.872
C 3.368 -0.428 0.105
O 0.423 4.405 -0.148
Si -3.363 0.324 0.004
Cl -3.564 2.242 -0.832
H 2.473 2.385 0.975
H 0.192 0.606 -0.300
H 2.851 -1.984 -1.303
H 2.648 -0.525 -1.909
H 4.281 -1.157 -1.756
H -1.230 0.536 1.351
H -2.707 1.093 2.343
H -2.609 -0.495 2.087
H -3.402 -1.115 -1.993
H -1.846 -0.483 -1.816
H -2.450 -1.903 -0.697
H 2.244 0.160 1.923
H 1.489 -1.049 0.993
H 4.049 -0.969 0.796
H 3.805 0.516 -0.179
```

Summary:
Molecular weight, u: 190.7
Frontier orbital gap (spin up / spin down), Ha: 0.2297 / 0.2798
Energy relative to the best compared isomer or geometry (same formula, charge and spin), kcal per mole: 49.4
Multiplicity: 1
LUMO level (spin up / spin down), eV: -0.6 / 0.2



This record from the OMol25 dataset describes a 2-piece molecular cluster, C8H15ISi overall at a distorted geometry. The level of theory is the ωB97M-V functional and the def2-TZVPD basis.

```
25
Properties=species:S:1:pos:R:3
C 4.080 -0.781 -1.485
C 2.368 1.006 2.122
C 3.223 -1.194 -0.602
C 1.523 0.257 1.443
C -3.287 1.107 0.545
C -2.716 -0.139 -1.525
C -1.991 -0.980 0.696
C -2.626 -0.088 -0.057
Si 1.603 -0.312 -0.324
I 1.232 1.960 -1.496
H 4.955 -1.444 -1.768
H 3.959 0.269 -1.919
H 2.183 1.283 3.258
H 3.197 1.513 1.646
H 3.322 -2.228 -0.114
H 0.572 -0.053 1.886
H -3.243 0.957 1.722
H -2.939 1.990 0.132
H -4.451 1.083 0.421
H -2.295 0.885 -1.912
H -3.676 -0.468 -1.950
H -1.883 -0.865 -1.805
H -1.512 -1.794 0.321
H 0.474 -1.002 -0.926
H -2.071 -0.963 1.690
```

Summary:
Molecular weight, u: 266.2
Frontier orbital gap, Ha: 0.3495
Energy relative to the best compared isomer or geometry (same formula, charge and spin), kcal per mole: 2.8
Multiplicity: 1
SMILES: C=C[SiH](I)C=C.C=C(C)C
LUMO level, eV: 0.4



This record from the OMol25 dataset describes one molecule with the formula C8H15N at a distorted geometry. The level of theory is the ωB97M-V functional and the def2-TZVPD basis.

```
24
Properties=species:S:1:pos:R:3
C 1.592 -0.867 1.132
C 2.934 -0.762 -0.936
C 1.533 1.308 0.012
C 0.170 0.743 -0.389
C -0.883 0.939 0.301
C -2.332 0.491 -0.059
C -2.766 -0.608 -0.951
C -3.148 -0.765 0.550
H 1.852 -0.602 2.377
H 0.522 -0.932 0.743
H 2.121 -2.074 1.054
H 3.856 -0.489 -1.817
H 2.125 -1.228 -1.233
H 3.666 -1.324 -0.200
H 1.318 1.899 0.984
H 1.920 1.819 -0.791
H -0.062 0.229 -1.416
H -0.993 1.468 1.191
H -3.202 1.150 0.149
H -3.342 -0.527 -1.800
H -1.877 -1.054 -1.259
H -4.162 -0.277 0.909
H -2.553 -1.644 1.113
N 2.315 0.101 0.290
```

Summary:
Molecular weight, u: 125.2
Frontier orbital gap, Ha: 0.3382
Energy relative to the best compared isomer or geometry (same formula, charge and spin), kcal per mole: 178.6
Multiplicity: 1
SMILES: CN(C)C/C=C/C1CC1
LUMO level, eV: 1.0